{
  "formula": "C16H26BFO8P",
  "method": "ωB97M-V/def2-TZVPD",
  "total_charge": -1,
  "e_homo_ev": -4.5,
  "multiplicity": 1,
  "lumo_energy_ev": 2.529,
  "gap_ha": 0.2572,
  "species": ["C", "O", "H", "C", "O", "H", "H", "H", "H", "H", "C", "C", "C", "H", "C", "C", "C", "C", "H", "H", "H", "H", "H", "H", "C", "B", "H", "O", "P", "C", "F", "H", "H", "H", "H", "C", "C", "O", "C", "H", "H", "H", "H", "O", "H", "O", "O", "C", "H", "C", "O", "H", "H"],
  "coordinates": [[-0.231656, 6.391563, -1.112008], [-0.355462, -1.373857, 1.414898], [-2.739272, -2.651788, 0.397484], [-1.425815, 6.988053, -0.731032], [0.662483, -2.898758, -0.114946], [3.426827, -0.020783, 0.620067], [1.955620, -2.165240, 2.173403], [-1.039713, 0.064271, -3.346477], [-1.080762, -1.194747, -4.595056], [1.186885, 4.832806, -0.699910], [0.257093, 5.301847, -0.403395], [0.830740, -0.847927, 0.859291], [1.978194, -1.149921, 1.808443], [-2.261158, -2.671788, 2.702020], [-0.445607, 4.811027, 0.687780], [-1.642451, 5.404026, 1.065638], [0.805551, -1.586290, -0.510290], [-0.712528, -0.929915, -3.614864], [3.687915, -1.799797, 0.703803], [2.055125, -0.242232, -1.659507], [-0.060053, 3.964782, 1.243555], [1.842461, -0.521465, 2.683161], [-1.157669, -1.611400, -2.902039], [-0.254321, -4.819725, 1.910842], [-1.844501, -3.101680, -0.021919], [-0.477944, -2.764373, 0.860580], [-0.677185, -5.625795, -0.597371], [-0.997726, 1.165985, 0.228738], [0.480654, 0.987264, 0.972197], [3.355262, -0.915382, 1.228491], [4.248456, -0.784356, 2.293763], [-3.067743, 6.952881, 0.649643], [0.299638, -3.407222, 2.851022], [0.318540, 6.776052, -1.961980], [-1.678741, -3.699169, 3.990720], [-0.455306, -3.779014, 2.158966], [-2.132942, 6.491573, 0.355663], [-2.118445, -4.514509, -0.082499], [-1.796337, -3.629712, 2.913278], [1.899447, 1.469350, -0.705905], [-1.722934, -2.762484, -1.056053], [-0.117481, -1.198383, -0.962337], [-2.478649, -4.381873, 2.530407], [1.358919, -0.115334, -4.192565], [-2.192546, 5.016626, 1.913659], [1.653541, 1.853598, 0.151780], [-1.301380, -5.065047, -1.065614], [0.789255, -0.909290, -3.563488], [-1.806330, 7.839333, -1.282116], [1.884644, -1.306282, -1.527489], [1.464359, -1.815289, -2.830672], [2.802534, -1.837885, -1.316184], [-0.971489, 1.787674, -0.513574]],
  "forces_ev_per_angstrom": [[-0.01, 0.00, 0.00], [0.02, 0.47, -0.26], [-0.37, -0.05, 0.00], [0.00, 0.01, -0.01], [0.41, -0.01, -0.02], [0.09, 0.17, -0.14], [-0.38, -0.36, -0.12], [-0.17, 0.34, -0.16], [0.10, 0.11, -0.38], [-0.01, -0.02, 0.03], [0.04, 0.02, -0.05], [-0.67, 0.10, -0.86], [0.60, 0.31, -0.37], [0.03, 0.30, 0.05], [0.02, -0.08, 0.06], [-0.02, 0.03, -0.01], [0.40, 0.90, 0.50], [-0.29, -0.70, 0.92], [0.07, -0.08, -0.50], [0.27, 0.23, 0.14], [-0.01, -0.01, -0.02], [0.08, 0.28, 0.19], [0.03, -0.26, 0.13], [0.06, -0.19, 0.09], [0.83, 0.73, 0.28], [-0.73, -1.75, 0.38], [0.19, 0.15, 0.46], [0.79, 0.07, -0.99], [-0.34, 0.53, 2.27], [-0.25, -0.29, 0.67], [0.42, 0.25, 0.21], [0.01, 0.00, 0.00], [0.47, -0.22, -0.06], [0.00, 0.00, 0.00], [-0.13, -0.26, 0.20], [-0.15, 0.91, -0.11], [-0.01, 0.01, 0.01], [-0.96, 0.20, 0.84], [0.26, -0.26, -0.55], [0.02, 0.20, 0.08], [-0.25, 0.10, -0.09], [-0.24, 0.02, -0.11], [-0.32, -0.19, 0.26], [2.27, 3.02, -2.17], [0.01, -0.02, -0.01], [-0.58, -0.74, -0.90], [0.40, -0.51, -1.38], [-1.80, -1.92, 0.92], [0.00, -0.01, 0.00], [-0.29, -0.99, -0.43], [-0.13, -0.47, 0.82], [0.24, 0.07, 0.09], [-0.04, -0.12, 0.11]]
}